Entry 1:
The following is a DFT calculation (the ωB97M-V functional and the def2-TZVPD basis) of a structure of composition C26H23HgN10O2S.

The geometry in ORCA input format:
```
! wB97M-V def2-TZVPD RIJCOSX def2/J DEFGRID3
* xyz 0 2
Hg -0.041 1.722 -0.146
O 0.985 -2.526 1.636
C -0.176 -3.177 1.394
C -0.357 -4.447 1.936
C -1.525 -5.146 1.694
C -2.534 -4.579 0.921
C -2.372 -3.306 0.408
C -1.195 -2.585 0.625
C -1.012 -1.213 0.095
O 0.161 -0.659 0.232
N -2.064 -0.631 -0.445
N -1.868 0.674 -0.763
C -2.806 1.366 -1.378
C -2.618 2.754 -1.613
C -3.594 3.543 -2.266
C -3.374 4.879 -2.462
C -2.171 5.459 -2.007
C -1.257 4.642 -1.383
N -1.450 3.337 -1.181
H 0.856 -1.643 1.184
H 0.436 -4.863 2.544
H -1.650 -6.137 2.114
H -3.445 -5.133 0.730
H -3.150 -2.834 -0.176
H -3.726 0.887 -1.700
H -4.510 3.077 -2.608
H -4.112 5.492 -2.964
H -1.963 6.511 -2.145
H -0.311 5.042 -1.026
N -0.986 1.183 4.339
C -1.253 0.707 3.112
N -0.624 1.436 2.233
C 0.036 2.366 2.980
N -0.166 2.240 4.275
C 0.900 3.366 2.366
C 1.367 4.471 3.077
N 2.170 5.377 2.551
C 2.533 5.177 1.282
C 2.076 4.099 0.555
N 1.254 3.190 1.078
H -1.314 0.865 5.235
H -1.890 -0.138 2.903
H 1.062 4.604 4.109
H 3.211 5.904 0.855
H 2.372 3.936 -0.475
N 3.170 -0.473 -0.666
C 2.320 -0.241 -1.673
S 1.844 1.332 -2.106
N 1.900 -1.252 -2.444
C 2.021 -2.646 -2.207
C 0.872 -3.424 -2.284
C 0.940 -4.784 -2.041
C 2.155 -5.375 -1.727
C 3.307 -4.606 -1.694
C 3.248 -3.243 -1.942
H 3.311 0.289 -0.028
H 3.244 -1.407 -0.284
H 1.179 -0.978 -3.094
H -0.078 -2.949 -2.503
H 0.038 -5.382 -2.077
H 2.204 -6.435 -1.512
H 4.263 -5.068 -1.485
H 4.155 -2.652 -1.959
*
```

As for the HOMO energy (alpha / beta): -4.61 / -6.90 eV. The LUMO energy (alpha / beta) comes out at -0.893 / -0.891 eV. Its energy above the lowest of the compared OMol25 structures with the same formula, charge and spin is 2.1 kcal per mole. The calculation puts the gap between HOMO and LUMO (alpha / beta) at 3.7165 / 6.0085 eV.

Entry 2:
The following is a DFT calculation (the ωB97M-V functional and the def2-TZVPD basis) of an isolated molecule of C4H4N2O.

The geometry in ORCA input format:
```
! wB97M-V def2-TZVPD RIJCOSX def2/J DEFGRID3
* xyz 0 1
C -1.070 0.925 0.096
C 0.157 1.510 0.020
C -1.111 -0.482 0.086
C 1.131 -0.550 -0.002
N -1.937 -1.361 0.029
N 1.981 -1.436 -0.172
O 1.298 0.805 -0.040
H -1.883 1.747 0.287
H 0.303 2.496 -0.236
H -1.907 -2.394 0.231
H 3.037 -1.259 -0.300
*
```

As for the HOMO energy: -8.12 eV. The LUMO energy comes out at 0.137 eV. Its energy above the lowest of the compared OMol25 structures with the same formula, charge and spin is 99.7 kcal per mole. The calculation puts the gap between HOMO and LUMO at 8.2619 eV.

Entry 3:
The following is a DFT calculation (the ωB97M-V functional and the def2-TZVPD basis) of a structure of composition C31H18IrN7O11S3.

The geometry in ORCA input format:
```
! wB97M-V def2-TZVPD RIJCOSX def2/J DEFGRID3
* xyz -1 6
Ir -0.196 0.026 0.339
O 3.977 -1.164 6.703
N 4.155 -0.980 5.485
O 5.293 -0.992 4.975
C 3.022 -0.730 4.685
C 1.800 -0.600 5.348
C 0.627 -0.263 4.671
C -0.623 -0.106 5.326
C -1.726 0.262 4.606
C -1.599 0.460 3.226
N -0.445 0.304 2.589
C 0.655 -0.051 3.268
C 1.893 -0.268 2.553
N 1.859 -0.177 1.212
C 2.947 -0.394 0.495
C 4.157 -0.720 1.088
C 4.224 -0.839 2.459
C 3.081 -0.606 3.249
H 1.782 -0.752 6.416
H -0.681 -0.281 6.392
H -2.692 0.399 5.074
H -2.451 0.746 2.625
H 2.843 -0.331 -0.580
H 5.031 -0.894 0.476
H 5.143 -1.121 2.942
O -0.322 -2.085 1.400
N -1.307 -2.817 0.984
C -1.903 -3.665 1.845
C -2.960 -4.446 1.456
C -3.445 -4.347 0.157
C -2.834 -3.474 -0.715
C -1.743 -2.718 -0.301
S -0.850 -1.699 -1.381
H -1.473 -3.688 2.834
H -3.403 -5.129 2.162
H -4.276 -4.958 -0.166
H -3.183 -3.340 -1.727
O 0.858 -8.307 -0.495
S -0.093 -7.255 -0.271
O -1.067 -7.479 0.759
N 0.678 -5.807 -0.045
C 0.513 -5.025 -1.073
S 1.288 -3.516 -1.214
C -0.370 -5.549 -2.150
C -0.713 -4.961 -3.355
C -1.575 -5.648 -4.200
C -2.078 -6.896 -3.850
C -1.714 -7.496 -2.649
C -0.860 -6.803 -1.824
H -0.307 -3.993 -3.617
H -1.856 -5.201 -5.145
H -2.744 -7.414 -4.528
H -2.084 -8.474 -2.370
O -0.286 4.296 -0.132
C -0.695 3.152 -0.024
O -0.002 2.095 -0.248
C -2.163 2.971 0.387
C -2.847 1.787 0.162
C -4.189 1.674 0.517
C -4.869 2.739 1.075
C -4.174 3.915 1.294
C -2.834 4.045 0.955
N -4.874 5.036 1.905
O -6.038 4.876 2.223
O -4.258 6.070 2.068
N -4.872 0.414 0.321
O -6.086 0.398 0.379
O -4.185 -0.572 0.124
H -2.364 0.939 -0.317
H -5.912 2.656 1.340
H -2.316 4.978 1.127
*
```

As for the HOMO energy (alpha / beta): -3.33 / -6.20 eV. The LUMO energy (alpha / beta) comes out at 0.573 / -0.324 eV. The calculation puts the gap between HOMO and LUMO (alpha / beta) at 3.9017 / 5.8744 eV.

Entry 4:
The following is a DFT calculation (the ωB97M-V functional and the def2-TZVPD basis) of an isolated molecule of C4H6N2O.

The geometry in ORCA input format:
```
! wB97M-V def2-TZVPD RIJCOSX def2/J DEFGRID3
* xyz 0 1
C -1.940 -0.100 0.209
C -0.560 0.104 -0.362
N -0.293 -0.559 -1.543
O 0.883 -0.635 -1.918
C 0.282 1.210 0.122
C 1.189 0.332 0.341
N 2.181 -0.488 0.566
H -2.416 -0.970 -0.251
H -1.915 -0.249 1.294
H -2.575 0.777 0.015
H 0.095 2.271 0.250
H 2.600 -0.602 1.478
H 2.468 -1.089 -0.200
*
```

As for the SMILES: C[C@@]1(N=O)C=C1N. As for the HOMO energy (alpha / beta): -7.97 / -7.97 eV. The LUMO energy (alpha / beta) comes out at 0.594 / 0.594 eV. Its energy above the lowest of the compared OMol25 structures with the same formula, charge and spin is 134.1 kcal per mole. The calculation puts the gap between HOMO and LUMO (alpha / beta) at 8.5626 / 8.5644 eV.

Entry 5:
The following is a DFT calculation (the ωB97M-V functional and the def2-TZVPD basis) of a structure of composition C2H2KO3.

The geometry in ORCA input format:
```
! wB97M-V def2-TZVPD RIJCOSX def2/J DEFGRID3
* xyz 1 1
O -0.722 0.941 -0.001
C 0.482 0.922 0.094
K -2.443 -1.226 -0.185
H 1.090 1.679 0.613
O 0.922 -0.670 0.046
C 1.527 -0.259 -1.026
O 2.765 0.078 -0.874
H 3.341 -0.464 -1.436
*
```

As for the HOMO energy (alpha / beta): -12.42 / -12.42 eV. The LUMO energy (alpha / beta) comes out at -4.873 / -4.874 eV. Its energy above the lowest of the compared OMol25 structures with the same formula, charge and spin is 94.4 kcal per mole. The calculation puts the gap between HOMO and LUMO (alpha / beta) at 7.5495 / 7.5414 eV.

Entry 6:
The following is a DFT calculation (the ωB97M-V functional and the def2-TZVPD basis) of a structure of composition C21H21N6OS2Zn.

The geometry in ORCA input format:
```
! wB97M-V def2-TZVPD RIJCOSX def2/J DEFGRID3
* xyz 1 1
Zn -1.262 -0.606 -1.658
C -0.903 -5.252 -0.608
S -2.626 -4.959 -1.079
C -2.497 -3.183 -1.123
S -2.172 -2.452 -2.692
N -2.676 -2.586 0.016
N -2.466 -1.226 -0.147
C -3.228 -0.359 0.367
C -2.994 1.037 -0.098
C -3.743 2.088 0.385
C -3.581 3.347 -0.180
C -2.676 3.511 -1.212
C -1.951 2.411 -1.639
N -2.098 1.200 -1.102
H -0.782 -6.333 -0.558
H -0.226 -4.852 -1.363
H -0.696 -4.823 0.371
H -4.058 -0.609 1.022
H -4.450 1.918 1.186
H -4.165 4.184 0.177
H -2.530 4.468 -1.690
H -1.222 2.503 -2.434
C 1.823 4.270 -0.731
C 1.678 3.086 0.190
C 2.727 2.201 0.407
C 2.611 1.125 1.280
C 1.415 0.902 1.942
N 1.207 -0.189 2.824
C 1.891 -1.377 2.946
O 1.936 -1.990 3.984
N 2.544 -1.871 1.809
C 2.133 -1.846 0.478
C 2.900 -2.484 -0.492
C 2.510 -2.452 -1.817
C 1.355 -1.779 -2.164
N 0.615 -1.170 -1.232
C 0.974 -1.211 0.053
C 0.351 1.777 1.737
C 0.489 2.857 0.881
H 2.801 4.283 -1.207
H 1.705 5.207 -0.185
H 1.066 4.257 -1.518
H 3.672 2.363 -0.099
H 3.460 0.476 1.449
H 0.664 0.005 3.653
H 3.184 -2.609 2.066
H 3.804 -3.007 -0.202
H 3.096 -2.942 -2.581
H 1.005 -1.738 -3.186
H 0.313 -0.726 0.754
H -0.584 1.613 2.263
H -0.344 3.540 0.753
*
```

As for the HOMO energy: -11.07 eV. The LUMO energy comes out at -4.014 eV. Its energy above the lowest of the compared OMol25 structures with the same formula, charge and spin is 2.4 kcal per mole. The calculation puts the gap between HOMO and LUMO at 7.0596 eV.